1.
{"formula": "C3H5NO2", "method": "ωB97M-V/def2-TZVPD", "species": ["O", "C", "C", "O", "C", "N", "H", "H", "H", "H", "H"], "xyz": [[-1.80608, 0.07104, -0.19833], [-0.56527, 0.48195, 0.33868], [0.52790, -0.42405, -0.21359], [0.53720, -0.43816, -1.61386], [1.80248, 0.08474, 0.31637], [2.72822, 0.54592, 0.83166], [-2.17598, -0.19519, 0.64158], [-0.39848, 1.54676, 0.15582], [-0.61963, 0.31762, 1.42192], [0.35955, -1.43640, 0.19519], [-0.38992, -0.55425, -1.87542]], "mulliken_charge": [-0.490, -0.676, 0.401, -0.509, 0.114, -0.389, 0.355, 0.293, 0.395, 0.155, 0.351], "orbital_gap_ev": 11.3}

---

2.
{"formula": "C3H6FNO2", "method": "ωB97M-V/def2-TZVPD", "species": ["C", "C", "C", "N", "O", "O", "F", "H", "H", "H", "H", "H", "H"], "xyz": [[-2.22379, 0.10364, 0.04059], [0.04983, 0.76134, -0.98912], [-0.45449, 0.51806, 0.34208], [-0.08280, -0.66383, 1.10755], [-2.43045, -1.18113, 0.30391], [-2.89769, 0.93804, -0.46510], [-0.38866, 1.70138, 1.13452], [1.18470, 0.62666, -1.02771], [-0.26342, 1.76361, -1.30492], [-0.22639, -0.19417, -1.56711], [0.72664, -1.25850, 0.80813], [-1.56682, -1.43970, 0.66638], [0.00501, -0.41590, 2.07270]], "mulliken_charge": [0.357, -1.182, 0.918, -0.685, -0.492, -0.502, -0.334, 0.344, 0.304, 0.303, 0.234, 0.533, 0.202], "orbital_gap_ev": 9.8}

---

3.
{"formula": "C4H6O2", "method": "ωB97M-V/def2-TZVPD", "species": ["O", "C", "C", "C", "C", "O", "H", "H", "H", "H", "H", "H"], "xyz": [[-0.48167, -0.43882, 2.27135], [0.21764, -0.97513, 1.45055], [-0.74382, -0.27761, 0.12207], [-0.04015, 1.03191, -0.24204], [0.51750, 0.11849, -1.34576], [-0.55661, -0.81292, -1.13149], [0.96683, -1.69964, 1.98187], [-1.80305, -0.31395, 0.44981], [0.62552, 1.43737, 0.52073], [-0.68604, 1.82386, -0.64461], [1.46862, -0.34528, -1.05178], [0.51523, 0.45174, -2.38071]], "mulliken_charge": [-0.403, -0.202, 0.158, -0.505, -0.386, -0.443, 0.343, 0.405, 0.250, 0.237, 0.240, 0.304], "orbital_gap_ev": 9.7}

---

4.
{"formula": "C6H13N3", "method": "ωB97M-V/def2-TZVPD", "species": ["C", "C", "C", "C", "C", "C", "N", "N", "N", "H", "H", "H", "H", "H", "H", "H", "H", "H", "H", "H", "H", "H"], "xyz": [[2.78298, -0.58555, 0.72732], [-0.13126, 1.98845, 0.81248], [-1.88516, -0.95296, -1.18199], [0.61980, -0.35820, -0.19027], [-0.33005, 0.81249, -0.09030], [-1.35254, -0.12601, -0.03574], [0.98351, -0.90954, -1.42344], [-2.29360, -0.07614, 1.02390], [1.37175, -0.32985, 0.86856], [0.44434, -0.58470, -2.21038], [1.97300, -0.87695, -1.62253], [-2.06134, 0.56965, 1.76434], [-3.24344, 0.09375, 0.72410], [3.26464, 0.03191, -0.04638], [3.27945, -0.36940, 1.67277], [2.97595, -1.63136, 0.45725], [-0.54933, 1.85869, 1.81272], [0.93297, 2.14292, 0.97322], [-0.63830, 2.85620, 0.37934], [-1.85380, -0.42905, -2.13805], [-1.35844, -1.90202, -1.24518], [-2.93116, -1.22230, -1.03175]], "mulliken_charge": [-1.065, -1.392, -1.577, 0.525, 0.430, 0.660, -0.567, -0.604, -0.545, 0.211, 0.276, 0.231, 0.236, 0.314, 0.305, 0.372, 0.369, 0.311, 0.326, 0.323, 0.364, 0.494], "orbital_gap_ev": 8.5}

---

| no. | E_HOMO (eV) |
| --- | --- |
| 1 | -10.978 |
| 2 | -9.212 |
| 3 | -8.723 |
| 4 | -7.731 |